This record from the Open Molecules 2025 dataset describes 9 unconnected molecules or ions with the total composition C42H36BF4O26 at a distorted geometry. The level of theory is ωB97M-V/def2-TZVPD.

Element x y z (Å)
B 0.576 -0.753 0.608
F -0.316 0.180 0.731
F 1.860 -0.352 0.103
F 0.685 -1.476 1.729
F 0.128 -1.608 -0.448
C -2.619 0.265 -5.668
C -2.051 0.710 -7.039
C -0.741 0.314 -7.326
O -0.236 0.565 -8.452
C 0.139 -0.296 -6.303
C -0.439 -0.683 -4.897
C -1.839 -0.336 -4.602
O -2.264 -0.525 -3.473
O 0.291 -1.273 -3.831
O -2.915 1.189 -7.995
H -3.655 0.709 -5.456
H 1.151 -0.402 -6.599
H -0.330 -1.280 -3.119
H -2.183 1.445 -8.479
C -2.602 4.022 -4.688
C -4.011 3.691 -4.209
C -4.202 3.008 -2.970
O -5.335 2.616 -2.520
C -2.978 2.475 -2.264
C -1.584 2.775 -2.818
C -1.459 3.468 -4.144
O -0.327 3.599 -4.715
O -0.394 2.372 -2.252
O -5.112 4.235 -4.834
H -2.461 4.744 -5.408
H -3.149 1.859 -1.322
H -0.640 1.767 -1.550
H -5.768 3.910 -4.383
C 5.289 -0.761 3.669
C 3.986 -1.428 3.148
C 3.919 -2.859 2.829
O 2.804 -3.356 2.545
C 5.092 -3.547 3.034
C 6.367 -3.027 3.580
C 6.439 -1.613 3.910
O 7.422 -1.089 4.473
O 7.496 -3.823 3.580
O 2.963 -0.598 2.961
H 5.355 0.357 3.809
H 4.971 -4.546 2.695
H 6.986 -4.689 3.381
H 2.236 -0.999 2.691
C -5.073 -2.870 -0.362
C -3.568 -3.036 -0.421
C -2.991 -3.858 -1.454
O -1.760 -4.021 -1.549
C -3.854 -4.539 -2.353
C -5.388 -4.344 -2.393
C -5.974 -3.457 -1.333
O -7.222 -3.393 -1.170
O -6.245 -5.070 -3.115
O -2.668 -2.243 0.284
H -5.288 -2.091 0.431
H -3.360 -5.072 -3.140
H -5.790 -5.478 -3.763
H -1.641 -2.364 0.019
C -3.824 1.301 5.246
C -4.768 1.226 4.108
C -4.443 0.414 2.876
O -5.304 0.369 2.012
C -3.142 -0.219 2.759
C -2.190 -0.107 3.859
C -2.559 0.556 5.150
O -1.838 0.608 6.086
O -0.785 -0.328 3.670
O -5.960 1.876 4.192
H -4.047 1.895 5.913
H -2.948 -0.669 1.766
H -0.932 -0.667 2.790
H -6.557 1.813 3.472
C 5.545 -3.629 -0.473
C 4.841 -2.314 -0.533
C 5.514 -1.050 -0.115
O 4.943 -0.044 -0.077
C 6.901 -1.220 0.378
C 7.476 -2.567 0.467
C 6.826 -3.785 0.118
O 7.533 -4.768 0.222
O 8.889 -2.564 0.721
O 3.496 -2.279 -0.847
H 4.952 -4.434 -0.788
H 7.469 -0.273 0.513
H 9.241 -1.927 1.312
H 3.003 -1.360 -0.585
C -2.061 3.215 1.757
C -2.108 4.431 2.574
O -2.596 5.412 2.204
C -1.523 4.325 3.982
H -3.144 2.722 1.550
H -1.336 2.553 2.087
H -1.793 3.599 0.779
H -2.238 3.726 4.427
H -1.311 5.300 4.361
H -0.669 3.792 3.875
C 2.971 2.721 0.838
C 2.575 3.409 2.230
O 2.379 4.638 2.285
C 2.248 2.567 3.374
H 3.737 3.227 0.252
H 2.214 2.824 -0.015
H 3.153 1.675 0.975
H 3.135 2.018 3.624
H 1.306 1.775 3.039
H 2.006 3.098 4.201

Computed properties:
E_LUMO = -0.970 eV
total charge = -1
frontier orbital gap = 6.046 eV
maximum force = 13.7 eV/Å
energy relative to the best compared isomer or geometry (same formula, charge and spin) = 0.0 kJ/mol
spin multiplicity = 1